C36H59BrInN9O4P2S as an isolated structure in a non-equilibrium geometry. Source: OMol25; level of theory: ωB97M-V with the def2-TZVPD basis set.

Output
Net charge: +2
ΔE to the lowest compared entry with this formula, charge and spin: 228.6 kJ/mol
HOMO (spin up / spin down): -11.57 / -11.57 eV
E: -6045.36092 hartree
E_LUMO (spin up / spin down): -7.27 / -6.64 eV

Geometry (Å):
1 In 13.3300 13.2231 9.6544
2 C 15.1341 15.8340 6.5292
3 C 14.0114 15.3574 7.3624
4 N 13.8284 14.0431 7.5576
5 N 14.2612 13.1677 6.5390
6 C 14.9115 12.0288 6.7977
7 N 15.6412 11.4244 5.8281
8 S 14.7838 11.2082 8.2545
9 C 13.2862 16.2189 8.2518
10 C 12.9715 17.5614 8.0190
11 C 12.0638 18.2232 8.8923
12 C 11.2323 17.5831 9.7765
13 C 11.4970 16.1625 10.1455
14 N 12.8204 15.6686 9.5033
15 H 14.7876 16.3508 5.5984
16 H 15.6862 16.5923 7.0790
17 H 15.7658 14.9757 6.1734
18 H 13.9711 13.5176 5.5969
19 H 15.7153 11.9055 4.9422
20 H 15.9544 10.4653 5.9432
21 H 13.5612 18.1906 7.3402
22 H 12.0494 19.2780 8.8054
23 H 10.5636 18.2454 10.2993
24 H 10.7054 15.4362 9.9070
25 Br 16.4851 14.2802 9.7727
26 C 15.9296 15.9965 10.6084
27 C 17.0483 16.7071 10.9587
28 C 16.9781 17.6649 11.9850
29 C 15.8014 17.9704 12.6036
30 C 14.6447 17.2813 12.1974
31 C 13.3994 17.6303 12.8370
32 C 12.2147 16.9914 12.5658
33 C 12.1336 15.9402 11.5878
34 C 13.4249 15.7575 10.7736
35 C 14.6614 16.3228 11.1314
36 H 18.0055 16.5274 10.5038
37 H 17.8911 18.0902 12.3414
38 H 15.6504 18.6044 13.4579
39 H 13.3838 18.4184 13.5594
40 H 11.2641 17.4298 12.9978
41 H 11.7216 14.9720 11.8821
42 C 18.1821 6.4292 10.3297
43 C 18.8974 7.2568 11.3369
44 O 18.0814 8.1209 12.2681
45 P 17.1949 9.4181 11.8652
46 O 16.6334 9.7541 13.3841
47 C 15.9383 8.6838 14.1185
48 C 14.4809 9.0083 14.2309
49 O 18.2191 10.6110 11.6022
50 C 19.1443 11.3075 12.5576
51 C 20.5439 10.8751 12.1684
52 H 18.9671 5.9779 9.7024
53 H 17.5583 7.0867 9.6817
54 H 17.5627 5.6492 10.7905
55 H 19.6558 7.8975 10.8430
56 H 19.3920 6.6261 12.0507
57 H 16.3787 8.7065 15.1138
58 H 16.1300 7.6914 13.7321
59 H 14.2920 9.8122 14.9693
60 H 13.9033 8.1812 14.5826
61 H 13.9941 9.3231 13.3391
62 H 18.8923 11.0236 13.5386
63 H 18.9497 12.3965 12.4013
64 H 20.6900 9.8522 12.5330
65 H 21.3029 11.5497 12.5894
66 H 20.7173 10.8078 11.0754
67 O 11.0298 12.1448 9.5734
68 P 9.8910 11.1438 9.2934
69 N 10.3370 9.5587 9.5697
70 C 11.4403 9.1102 10.4595
71 C 11.3915 7.5865 10.6419
72 C 10.0298 7.1316 10.0551
73 C 9.6063 8.3374 9.0771
74 N 9.3849 11.1672 7.7026
75 C 8.3285 12.1507 7.4125
76 C 8.6185 12.6778 5.9583
77 C 9.8971 11.9306 5.5105
78 C 10.4527 11.1179 6.7011
79 N 8.5156 11.5775 10.0888
80 C 8.3641 12.7555 10.9858
81 C 6.8940 12.8437 11.4588
82 C 6.2033 11.5985 10.7973
83 C 7.2710 10.7515 10.1480
84 H 11.4048 9.6147 11.4329
85 H 12.4321 9.3911 9.9796
86 H 11.5381 7.2124 11.6401
87 H 12.1458 7.0822 10.0668
88 H 9.2600 7.0037 10.8073
89 H 10.1699 6.1834 9.5636
90 H 8.4916 8.4153 9.0710
91 H 9.8975 8.1204 8.0455
92 H 8.3631 12.9461 8.1735
93 H 7.3358 11.7335 7.5077
94 H 8.8025 13.7833 5.9829
95 H 7.7175 12.4754 5.3173
96 H 10.6950 12.6128 5.1573
97 H 9.6696 11.2707 4.6139
98 H 11.4178 11.4708 7.0814
99 H 10.6417 10.0677 6.3968
100 H 8.6340 13.6473 10.3959
101 H 9.0493 12.6546 11.8872
102 H 6.4923 13.8322 11.2025
103 H 6.8275 12.8041 12.5505
104 H 5.4053 11.9201 10.0434
105 H 5.6209 11.0521 11.5608
106 H 6.9739 10.3978 9.1505
107 H 7.4416 9.8859 10.7891
108 N 14.7831 13.0180 14.2542
109 N 13.4476 13.6768 14.2310
110 H 14.8074 12.4761 13.3711
111 H 15.5550 13.7064 14.2440
112 H 13.6013 14.6723 13.9787
113 H 13.1450 13.5720 15.2043

=====

C36H59HgN4O4Si3 as an isolated structure. Source: OMol25; level of theory: ωB97M-V with the def2-TZVPD basis set.

Output
Net charge: -2
Multiplicity: 2
HOMO (spin up / spin down): -0.50 / -1.25 eV
E: -2949.36676 hartree
E_LUMO (spin up / spin down): 4.43 / 4.42 eV
<S²>: 0.78

Geometry (Å):
1 Hg 0.3351 -0.9382 0.0578
2 C -4.2536 -0.7885 -3.6970
3 C -3.5335 0.1568 -2.9787
4 C -2.7827 -0.2026 -1.8727
5 C -2.7376 -1.5264 -1.4086
6 C -3.4278 -2.4832 -2.1900
7 C -4.1685 -2.1187 -3.2969
8 N -1.9622 -1.8290 -0.3141
9 C -2.3044 -2.8484 0.5120
10 C -3.5994 -3.4096 0.6213
11 C -3.8759 -4.4950 1.4302
12 C -2.8686 -5.0858 2.1913
13 C -1.6094 -4.5187 2.1825
14 C -1.3152 -3.3866 1.4050
15 N -0.1225 -2.7199 1.4917
16 N 0.7799 -3.2457 2.3044
17 C 1.8541 -2.4796 2.5534
18 C 2.8713 -3.0509 3.3741
19 C 3.9674 -2.3138 3.7120
20 C 4.0852 -0.9973 3.2341
21 C 3.0747 -0.5291 2.4178
22 N 1.9941 -1.2224 2.0700
23 H -4.8580 -0.4990 -4.5479
24 H -3.5490 1.1956 -3.2904
25 H -2.1931 0.5357 -1.3449
26 H -3.3508 -3.5280 -1.9217
27 H -4.6779 -2.8885 -3.8683
28 H -4.4018 -2.9656 0.0480
29 H -4.8887 -4.8850 1.4698
30 H -3.0760 -5.9587 2.8003
31 H -0.8114 -4.9122 2.7956
32 H 2.7321 -4.0705 3.7088
33 H 4.7435 -2.7434 4.3383
34 H 4.9281 -0.3688 3.4869
35 H 3.1346 0.4736 2.0125
36 C -3.9302 2.8397 2.9983
37 C -3.4493 2.2200 1.6825
38 C -4.5610 2.3447 0.6420
39 C -3.0908 0.7544 1.9214
40 O -2.3433 2.9980 1.2750
41 Si -0.9272 2.7246 0.4545
42 O -0.3230 1.2796 0.5953
43 O -0.0256 4.0029 1.0650
44 C 0.6442 4.0809 2.3018
45 C 1.9049 3.2337 2.2558
46 C -0.2513 3.6063 3.4471
47 C 0.9988 5.5548 2.4977
48 O -1.2459 3.2702 -1.0867
49 C -0.3378 3.3742 -2.1677
50 C -0.2518 2.0462 -2.9065
51 C -0.9078 4.4522 -3.0890
52 C 1.0598 3.7805 -1.7069
53 H -4.8155 2.3176 3.3667
54 H -4.1744 3.8931 2.8488
55 H -3.1434 2.7700 3.7503
56 H -5.4728 1.8548 0.9894
57 H -4.2604 1.8859 -0.2945
58 H -4.7686 3.4007 0.4574
59 H -3.9842 0.1957 2.2073
60 H -2.3514 0.6733 2.7192
61 H -2.6578 0.2924 1.0379
62 H 1.6135 2.2167 2.0051
63 H 2.4226 3.2400 3.2186
64 H 2.5830 3.5992 1.4834
65 H -0.4521 2.5395 3.3432
66 H -1.2037 4.1350 3.4155
67 H 0.2350 3.7833 4.4089
68 H 1.6615 5.8841 1.6962
69 H 1.4961 5.7115 3.4571
70 H 0.0907 6.1584 2.4633
71 H -1.2167 1.7711 -3.3271
72 H 0.0507 1.2646 -2.2117
73 H 0.4833 2.1051 -3.7128
74 H -1.9039 4.1612 -3.4246
75 H -0.2663 4.5939 -3.9615
76 H -0.9891 5.3957 -2.5484
77 H 1.5232 2.9624 -1.1612
78 H 1.0055 4.6406 -1.0412
79 H 1.6802 4.0229 -2.5723
80 C 4.3823 -1.9931 0.1047
81 Si 3.5488 -0.7667 -1.0625
82 C 3.5612 0.9458 -0.2836
83 C 4.7336 -0.5890 -2.5436
84 C 1.8490 -1.2949 -1.5709
85 Si 1.6768 -3.0295 -2.2131
86 C 2.7957 -3.3604 -3.7209
87 C 2.1049 -4.3509 -0.9396
88 C -0.0582 -3.3733 -2.8294
89 H 5.2082 -1.5225 0.6426
90 H 4.7803 -2.8460 -0.4479
91 H 3.6787 -2.3749 0.8445
92 H 4.3127 1.0295 0.5048
93 H 2.5890 1.1655 0.1518
94 H 3.7705 1.7127 -1.0316
95 H 5.6908 -0.1698 -2.2224
96 H 4.3072 0.0854 -3.2897
97 H 4.9296 -1.5404 -3.0342
98 H 1.5214 -0.6165 -2.3679
99 H 3.8467 -3.4381 -3.4436
100 H 2.7048 -2.5576 -4.4548
101 H 2.5085 -4.2954 -4.2070
102 H 3.1808 -4.4719 -0.8140
103 H 1.6857 -5.3132 -1.2420
104 H 1.6813 -4.0991 0.0350
105 H -0.4621 -2.5202 -3.3757
106 H -0.7200 -3.5532 -1.9830
107 H -0.0876 -4.2466 -3.4853

=====

A 11-piece molecular cluster, C36H59N7O4S4 overall in a non-equilibrium geometry. Source: OMol25; level of theory: ωB97M-V with the def2-TZVPD basis set.

Output
ΔE to the lowest compared entry with this formula, charge and spin: 75.0 kJ/mol
HOMO: -7.84 eV
E: -3683.89973 hartree
E_LUMO: -0.09 eV

Geometry (Å):
1 C 0.8527 3.0861 5.4631
2 S 0.1505 4.3280 4.3967
3 O 1.3246 4.7798 3.5253
4 C -0.8557 3.3693 3.1205
5 H 1.5386 3.6448 6.0996
6 H 1.3856 2.2920 4.9407
7 H 0.0266 2.6655 6.0369
8 H -0.3045 2.7341 2.4272
9 H -1.2857 4.1066 2.4418
10 H -1.7169 2.9084 3.6048
11 C 4.6984 4.1087 3.4300
12 S 4.6784 2.3032 3.6563
13 O 4.2701 2.0758 5.1308
14 C 3.2521 1.8446 2.6122
15 H 3.6946 4.5352 3.4449
16 H 4.9392 4.3503 2.3938
17 H 5.3548 4.6758 4.0887
18 H 2.9465 0.8020 2.5292
19 H 3.5184 2.1616 1.6033
20 H 2.3499 2.3847 2.9009
21 C -5.6173 3.6960 -0.9786
22 S -4.2099 2.4896 -1.0043
23 O -3.1924 3.0543 -2.0425
24 C -3.4851 3.0846 0.5963
25 H -5.9553 3.7828 -2.0113
26 H -5.3885 4.7013 -0.6250
27 H -6.4688 3.3686 -0.3815
28 H -2.5889 2.5011 0.8057
29 H -4.2795 2.9147 1.3231
30 H -3.1825 4.1282 0.5152
31 C -0.0130 -1.5885 -3.8990
32 S 1.6436 -2.4593 -3.9331
33 O 1.4773 -3.9274 -3.7505
34 C 2.2112 -2.0751 -5.6103
35 H 0.0647 -0.5455 -3.5933
36 H -0.6925 -2.1092 -3.2246
37 H -0.4844 -1.6687 -4.8789
38 H 3.0055 -2.7484 -5.9327
39 H 2.7011 -1.1027 -5.6626
40 H 1.3805 -2.1398 -6.3130
41 N -0.8111 -1.9992 -0.2617
42 C -1.5481 -0.8531 -0.1639
43 C -0.7267 0.1782 0.0939
44 C 0.5854 -0.3464 0.2797
45 C 0.4672 -1.6879 0.0396
46 H -1.1231 -2.8984 -0.5996
47 H -2.5953 -1.0259 -0.3600
48 H -1.0241 1.2162 0.0950
49 H 1.4976 0.1519 0.5711
50 H 1.0820 -2.5736 0.1080
51 N -1.1291 -4.5817 -3.0619
52 C -2.4654 -4.3502 -3.2136
53 C -3.0213 -4.9127 -2.1421
54 C -2.0956 -5.4131 -1.2383
55 C -0.8829 -5.2217 -1.9069
56 H -0.4467 -4.0178 -3.5492
57 H -2.7829 -3.8859 -4.1349
58 H -4.0890 -4.9144 -1.9769
59 H -2.4086 -5.9439 -0.3520
60 H 0.1293 -5.3366 -1.5486
61 N 3.0123 -4.4643 -1.5066
62 C 2.7097 -5.7893 -1.2559
63 C 3.1181 -6.0023 0.0203
64 C 3.5922 -4.8162 0.5916
65 C 3.5587 -3.8889 -0.4400
66 H 2.8549 -3.9708 -2.3740
67 H 2.3097 -6.4650 -1.9964
68 H 3.0812 -6.9361 0.5617
69 H 3.9542 -4.6986 1.6018
70 H 3.9203 -2.8715 -0.4438
71 N 4.6438 0.1150 -2.2584
72 C 3.6636 0.1475 -1.3104
73 C 4.1285 -0.3015 -0.1312
74 C 5.4990 -0.6522 -0.3044
75 C 5.7833 -0.3421 -1.6442
76 H 4.5627 0.4056 -3.2209
77 H 2.6879 0.3673 -1.7179
78 H 3.5082 -0.5418 0.7191
79 H 6.2529 -1.0263 0.3716
80 H 6.6714 -0.4369 -2.2508
81 N -0.7430 4.4245 -0.9642
82 C 0.2183 3.4746 -0.9640
83 C 1.2293 3.9220 -0.0875
84 C 0.8177 5.1016 0.4245
85 C -0.3748 5.4656 -0.1477
86 H -1.5708 4.4019 -1.5428
87 H 0.0314 2.6071 -1.5791
88 H 2.1515 3.4142 0.1521
89 H 1.3350 5.6376 1.2062
90 H -1.0413 6.2902 0.0559
91 N -6.0419 -0.0768 -2.0904
92 C -5.3414 -0.3410 -3.2671
93 C -4.5224 -1.4048 -2.9853
94 C -4.6123 -1.7669 -1.6683
95 C -5.5537 -0.8658 -1.1147
96 H -6.8139 0.5729 -2.0944
97 H -5.5601 0.1686 -4.1931
98 H -3.9179 -1.8404 -3.7670
99 H -4.1239 -2.5639 -1.1284
100 H -5.8265 -0.6916 -0.0846
101 N -0.9330 -0.3903 3.2626
102 C -0.2256 -0.2940 4.4110
103 C -1.0762 -0.0055 5.4450
104 C -2.3780 0.0768 4.8584
105 C -2.2162 -0.1215 3.4955
106 H -0.5398 -0.5465 2.3455
107 H 0.7813 -0.6710 4.5123
108 H -0.7888 0.0594 6.4836
109 H -3.2983 0.2365 5.4000
110 H -2.9325 -0.2016 2.6915

=====

Question: Which of these has the lowest E?
Answer: C36H59BrInN9O4P2S